Molecular formula: C4H11O4
Method: DFT, ωB97M-V/def2-TZVPD

Results
Charge: -1
HOMO energy (eV): -3.6
HOMO-LUMO gap (eV): 6.9
DFT total energy (eV): -12516.4981
Largest force on an atom (eV Å⁻¹): 1.05
Spin multiplicity: 1

Geometry (Å):
C (-0.63, 1.84, 0.19)
O (0.01, 2.99, 0.49)
C (0.01, 0.60, 0.88)
C (-0.28, -0.69, 0.11)
C (0.52, -1.87, 0.55)
O (0.57, -2.92, -0.07)
H (-1.67, 1.87, 0.57)
H (-0.72, 1.58, -0.91)
H (1.08, 0.81, 0.91)
H (-0.44, 0.47, 1.87)
H (-0.17, -0.49, -0.97)
H (-1.33, -0.92, 0.29)
H (1.04, -1.86, 1.51)
H (2.65, 2.14, -0.51)
H (1.50, 3.02, 0.15)
O (2.52, 3.02, -0.14)
H (-1.91, -2.64, -2.05)
H (-0.90, -3.51, -1.33)
O (-1.84, -3.45, -1.54)

Molecular formula: C8H10GaN2S
Method: DFT, ωB97M-V/def2-TZVPD

Results
Charge: -1
HOMO energy (eV): -3.6
HOMO-LUMO gap (eV): 6.8
DFT total energy (eV): -74649.3986
Largest force on an atom (eV Å⁻¹): 2.49
Spin multiplicity: 1

Geometry (Å):
C (-0.86, 1.06, -1.79)
C (0.53, 0.87, -2.04)
C (1.28, 1.61, -1.08)
C (0.35, 2.28, -0.21)
C (-0.99, 1.94, -0.65)
Ga (-0.07, 0.13, 0.48)
N (-1.34, -1.21, 0.37)
C (-0.32, -2.35, 0.22)
C (0.81, -1.77, -0.52)
H (2.36, 1.71, -1.04)
H (0.95, 0.28, -2.84)
H (0.60, 3.00, 0.57)
H (-1.90, 2.38, -0.28)
H (-1.68, 0.68, -2.38)
H (0.81, -1.93, -1.60)
H (-0.84, -3.09, -0.41)
H (-2.13, -1.15, 1.10)
H (1.83, -1.89, -0.18)
H (0.06, -2.81, 1.14)
S (-0.07, -0.03, 5.16)
C (0.22, 0.10, 3.58)
N (0.39, 0.18, 2.40)

Molecular formula: C18H27GdN2O5P2S
Method: DFT, ωB97M-V/def2-TZVPD

Results
Expectation value of S²: 16.059
Charge: +2
HOMO energy (alpha / beta) (eV): -14.8 / -14.8
HOMO-LUMO gap (alpha / beta) (eV): 8.6 / 5.3
DFT total energy (eV): -82556.2433
Largest force on an atom (eV Å⁻¹): 2.17
Spin multiplicity: 8

Geometry (Å):
Gd (0.27, -0.47, -0.52)
P (-2.47, 0.10, -1.20)
C (-1.98, 1.04, -2.72)
C (-0.88, 2.05, -2.54)
N (0.13, 1.82, -1.63)
C (1.03, 2.83, -1.44)
C (0.99, 4.01, -2.16)
C (0.05, 4.18, -3.19)
C (-0.89, 3.16, -3.36)
C (2.11, 2.72, -0.40)
P (2.56, 1.01, 0.15)
H (-1.66, 3.25, -4.11)
H (1.70, 4.80, -1.93)
H (0.05, 5.06, -3.81)
H (3.03, 3.17, -0.81)
H (1.82, 3.28, 0.51)
H (-1.71, 0.30, -3.49)
H (-2.89, 1.58, -3.03)
H (2.09, -2.50, -3.30)
O (1.55, -1.74, -3.61)
H (1.26, -1.94, -4.52)
H (2.87, -3.11, -0.54)
O (3.44, -2.57, -1.15)
H (4.25, -3.10, -1.26)
C (4.00, 0.84, -0.97)
H (4.73, 1.60, -0.66)
H (4.38, -0.18, -0.89)
H (3.66, 1.06, -1.99)
C (3.40, 1.42, 1.70)
H (3.81, 0.49, 2.11)
H (4.23, 2.13, 1.53)
H (2.67, 1.86, 2.38)
C (-3.83, 1.22, -0.68)
H (-4.58, 1.25, -1.49)
H (-4.29, 0.81, 0.22)
H (-3.44, 2.23, -0.53)
C (-3.54, -1.13, -2.01)
H (-3.79, -1.88, -1.27)
H (-4.47, -0.64, -2.36)
H (-3.03, -1.56, -2.88)
O (-0.01, 0.44, 2.32)
C (-0.53, -0.70, 2.41)
N (-0.76, -1.38, 1.23)
S (-1.32, -2.96, 1.37)
O (-2.67, -3.05, 0.86)
O (-0.27, -3.80, 0.84)
C (-1.27, -2.81, 3.13)
C (-1.51, -3.83, 4.04)
C (-1.37, -3.57, 5.42)
C (-0.93, -2.31, 5.87)
C (-0.66, -1.31, 4.92)
C (-0.87, -1.56, 3.55)
H (-1.78, -4.80, 3.63)
H (-1.58, -4.36, 6.14)
H (-0.81, -2.15, 6.96)
H (-0.28, -0.32, 5.16)

Molecular formula: C61H49Br2FGeN5OS2Sr
Method: DFT, ωB97M-V/def2-TZVPD

Results
Expectation value of S²: 0.786
Charge: -2
HOMO energy (alpha / beta) (eV): -2.3 / -2.3
HOMO-LUMO gap (alpha / beta) (eV): 5.8 / 4.4
DFT total energy (eV): -295381.4146
Largest force on an atom (eV Å⁻¹): 0.74
Spin multiplicity: 2

Geometry (Å):
Sr (-0.52, -0.57, 0.97)
S (-1.72, -2.24, 3.31)
C (-0.33, -3.09, 3.74)
C (-0.08, -3.29, 5.13)
C (1.01, -3.96, 5.61)
C (1.18, -4.14, 7.02)
N (1.30, -4.29, 8.15)
C (1.97, -4.49, 4.69)
C (1.76, -4.33, 3.34)
C (0.62, -3.66, 2.81)
S (0.46, -3.60, 1.13)
C (3.13, -5.19, 5.15)
N (4.06, -5.76, 5.52)
H (-0.80, -2.88, 5.82)
H (2.48, -4.72, 2.63)
C (-3.70, 1.66, 3.23)
C (-2.44, 1.89, 4.02)
C (-2.47, 2.71, 5.17)
C (-1.33, 2.87, 5.90)
C (-0.15, 2.20, 5.51)
C (1.06, 2.21, 6.25)
Br (1.20, 3.21, 7.87)
C (2.13, 1.47, 5.84)
C (2.08, 0.72, 4.66)
Br (3.59, -0.30, 4.18)
C (0.97, 0.73, 3.80)
O (0.90, 0.12, 2.69)
C (-0.20, 1.45, 4.31)
N (-1.34, 1.30, 3.60)
H (-4.59, 1.87, 3.82)
H (-3.73, 0.63, 2.89)
H (-3.72, 2.30, 2.34)
H (-3.39, 3.19, 5.45)
H (-1.32, 3.47, 6.80)
H (3.04, 1.45, 6.43)
C (-1.16, 0.25, -3.51)
C (-1.99, 1.52, -3.33)
C (-2.44, 2.04, -4.69)
C (-1.21, 2.53, -2.50)
C (-0.56, 3.59, -3.12)
C (0.18, 4.51, -2.40)
C (0.31, 4.34, -1.03)
C (-0.31, 3.29, -0.37)
C (-0.14, 3.17, 1.14)
C (-0.86, 4.30, 1.87)
C (1.34, 3.11, 1.54)
C (-1.11, 2.38, -1.09)
N (-1.82, 1.35, -0.41)
C (-3.15, 1.56, -0.38)
C (-3.86, 2.74, -0.74)
C (-5.24, 2.84, -0.63)
C (-6.02, 1.80, -0.16)
C (-5.37, 0.61, 0.21)
C (-4.01, 0.54, 0.09)
F (-3.39, -0.61, 0.50)
H (-1.75, -0.53, -4.01)
H (-0.82, -0.12, -2.55)
H (-0.28, 0.44, -4.13)
H (-2.90, 1.27, -2.78)
H (-1.60, 2.20, -5.37)
H (-2.99, 2.99, -4.61)
H (-3.10, 1.31, -5.17)
H (-0.64, 3.70, -4.20)
H (0.68, 5.33, -2.90)
H (0.91, 5.05, -0.46)
H (-0.62, 2.25, 1.44)
H (-0.40, 5.27, 1.66)
H (-0.83, 4.14, 2.95)
H (-1.91, 4.36, 1.56)
H (1.90, 3.98, 1.17)
H (1.82, 2.22, 1.14)
H (1.44, 3.10, 2.63)
H (-3.30, 3.59, -1.11)
H (-5.71, 3.78, -0.92)
H (-7.09, 1.89, -0.07)
H (-5.90, -0.24, 0.60)
N (-1.61, -2.13, -1.02)
C (-2.07, -2.69, -1.91)
C (-2.64, -3.39, -3.02)
C (-2.06, -4.60, -3.42)
C (-2.58, -5.28, -4.51)
C (-3.68, -4.76, -5.18)
C (-4.26, -3.57, -4.78)
C (-3.74, -2.87, -3.69)
H (-1.20, -4.98, -2.88)
H (-2.13, -6.21, -4.82)
H (-4.09, -5.30, -6.03)
H (-5.11, -3.17, -5.31)
H (-4.17, -1.93, -3.37)
C (1.29, -2.00, -5.72)
C (1.95, -0.81, -5.47)
C (2.21, -0.41, -4.15)
C (1.81, -1.19, -3.06)
C (1.15, -2.39, -3.35)
C (0.90, -2.80, -4.65)
Ge (2.00, -0.68, -1.13)
C (3.28, -2.10, -0.52)
C (3.85, -3.11, -1.29)
C (4.70, -4.05, -0.73)
C (5.02, -4.00, 0.62)
C (4.48, -2.99, 1.40)
C (3.61, -2.06, 0.84)
C (3.26, 0.87, -1.28)
C (2.79, 2.05, -1.87)
C (3.59, 3.18, -1.98)
C (4.89, 3.17, -1.49)
C (5.37, 2.01, -0.88)
C (4.57, 0.88, -0.79)
H (1.09, -2.31, -6.74)
H (2.28, -0.18, -6.29)
H (2.73, 0.52, -3.98)
H (0.83, -3.02, -2.53)
H (0.38, -3.74, -4.84)
H (3.63, -3.16, -2.35)
H (5.12, -4.84, -1.36)
H (5.69, -4.73, 1.05)
H (4.72, -2.93, 2.46)
H (3.17, -1.30, 1.48)
H (1.77, 2.10, -2.24)
H (3.18, 4.07, -2.44)
H (5.51, 4.05, -1.56)
H (6.38, 1.99, -0.48)
H (4.97, -0.01, -0.32)

Molecular formula: C8H8
Method: DFT, ωB97M-V/def2-TZVPD

Results
HOMO energy (eV): -8.7
HOMO-LUMO gap (eV): 9.5
DFT total energy (eV): -8424.5254
Largest force on an atom (eV Å⁻¹): 2.71
Spin multiplicity: 1

Geometry (Å):
C (-2.76, -0.43, 0.32)
C (-1.78, 0.43, 0.51)
C (-0.39, 0.21, 0.07)
C (0.22, -1.04, 0.29)
C (1.53, -1.21, -0.12)
C (2.30, -0.13, -0.52)
C (1.77, 1.16, -0.48)
C (0.43, 1.33, -0.13)
H (-3.82, -0.35, 0.53)
H (-2.57, -1.46, 0.01)
H (-2.11, 1.46, 0.70)
H (-0.42, -1.88, 0.52)
H (2.04, -2.13, 0.13)
H (3.38, -0.22, -0.60)
H (2.29, 2.00, -0.92)
H (-0.11, 2.25, -0.31)